A structure of composition C18H24CaN7, computed with wB97M-V/def2-TZVPD.

- HOMO (eV) = -9.11
- gap between HOMO and LUMO (hartree) = 0.24056
- maximum force (eV/A) = 2.3
- E_tot (Eh) = -1761.0827

Geometry as ORCA input:
```
! wB97M-V def2-TZVPD RIJCOSX def2/J DEFGRID3
* xyz 1 1
Ca -0.1178 -0.1597 -1.5133
C 0.6078 -3.1118 -1.7295
N 1.3552 -1.8641 -1.5311
C 2.3398 -1.6686 -2.6123
C 2.0791 -1.7952 -0.2592
C 2.8247 -2.8645 0.2082
C 3.6676 -2.7275 1.2998
C 3.8111 -1.4739 1.8734
C 3.0614 -0.3992 1.4294
C 2.1118 -0.5378 0.4016
N 1.2607 0.4371 -0.0724
C 0.8624 1.5827 0.5783
C 1.0851 1.9120 1.9294
C 0.6562 3.1134 2.4637
C -0.0294 4.0353 1.6876
C -0.3375 3.7020 0.3791
C 0.0625 2.4923 -0.1641
N -0.3603 2.0957 -1.5090
C 0.4183 2.8075 -2.5373
C -1.8028 2.3194 -1.7051
H 1.2583 -3.9835 -1.8389
H -0.0019 -3.0365 -2.6347
H -0.0508 -3.2756 -0.8773
H 3.0538 -2.4968 -2.6450
H 2.9004 -0.7532 -2.4198
H 1.8433 -1.5955 -3.5855
H 2.7697 -3.8242 -0.2926
H 4.2371 -3.5734 1.6584
H 4.5207 -1.3257 2.6777
H 3.2378 0.5734 1.8617
H 1.5792 1.2081 2.5791
H 0.8625 3.3273 3.5047
H -0.3361 4.9893 2.0936
H -0.9163 4.4003 -0.2139
H 0.2103 3.8820 -2.5233
H 0.1735 2.4232 -3.5320
H 1.4815 2.6631 -2.3478
H -2.0568 3.3795 -1.7780
H -2.3442 1.8883 -0.8644
H -2.1297 1.8340 -2.6304
N -4.7609 -1.9160 3.0193
C -4.4676 -1.5406 1.7715
N -5.4632 -1.1661 0.9560
N -3.2058 -1.5614 1.4218
C -2.5985 -1.2413 0.3496
N -1.9552 -0.9839 -0.5918
H -5.6981 -1.9358 3.3788
H -3.9951 -2.1300 3.6346
H -6.4208 -1.1708 1.2598
H -5.2833 -0.9534 -0.0085
*
```